1.
{"formula": "C2H4O2S", "method": "wB97M-V/def2-TZVPD", "symbols": ["C", "C", "O", "O", "S", "H", "H", "H", "H"], "xyz": [[-1.484, 0.532, -0.258], [1.532, -0.560, -0.071], [0.347, -0.681, -0.305], [2.407, -1.591, -0.030], [2.330, 0.998, -0.032], [-1.555, 0.322, -1.342], [-0.733, 1.346, -0.147], [1.890, -2.367, -0.374], [1.168, 1.619, 0.512]], "forces_ev_per_angstrom": [[0.624, -0.228, 0.330], [-0.493, -0.074, -1.009], [0.412, -0.717, 0.552], [-1.275, -0.186, -0.511], [-1.072, 0.934, 1.314], [0.180, 0.283, 0.062], [-0.509, 0.024, -0.413], [0.611, 0.653, 0.539], [1.523, -0.688, -0.863]], "nbo_charge": [-0.238, 0.636, -0.573, -0.663, 0.003, 0.094, 0.064, 0.505, 0.171], "e_above_lowest_ev": 4.693, "e_lumo_ha": 0.0093}


2.
{"formula": "C44H48BrCl3GeN5O3S3TeTi", "method": "wB97M-V/def2-TZVPD", "symbols": ["Ti", "C", "C", "N", "C", "C", "S", "C", "C", "N", "H", "H", "H", "H", "H", "H", "H", "H", "H", "H", "H", "H", "H", "H", "S", "C", "N", "C", "C", "C", "C", "C", "C", "S", "H", "H", "H", "H", "Br", "C", "C", "N", "C", "C", "C", "C", "O", "O", "H", "H", "H", "Cl", "Ge", "Cl", "Cl", "C", "C", "C", "C", "C", "C", "Te", "N", "C", "O", "C", "C", "C", "C", "C", "C", "C", "C", "C", "C", "C", "C", "C", "C", "C", "C", "C", "C", "H", "H", "H", "H", "H", "H", "H", "H", "H", "H", "H", "H", "H", "H", "H", "H", "H", "H", "H", "H", "H", "H", "H", "H", "H", "H", "H"], "xyz": [[1.008, 1.985, -1.348], [2.632, 3.778, 2.162], [3.463, 3.388, 0.947], [2.778, 3.565, -0.354], [2.482, 4.979, -0.639], [1.045, 5.402, -0.276], [-0.105, 4.060, 0.139], [-0.379, 4.282, 1.919], [0.293, 3.314, 2.892], [1.564, 2.832, 2.411], [2.219, 4.778, 2.006], [3.309, 3.873, 3.020], [3.774, 2.347, 1.034], [4.365, 4.011, 0.940], [3.433, 3.243, -1.063], [2.641, 5.153, -1.700], [3.193, 5.621, -0.109], [0.594, 5.926, -1.116], [1.035, 6.087, 0.570], [-1.459, 4.247, 2.050], [-0.062, 5.309, 2.098], [-0.351, 2.442, 3.016], [0.336, 3.824, 3.867], [1.895, 2.063, 2.976], [-0.569, 1.816, -4.320], [0.097, 0.378, -3.734], [0.800, 0.257, -2.613], [1.336, -1.037, -2.467], [2.355, -1.423, -1.598], [2.854, -2.709, -1.681], [2.346, -3.624, -2.608], [1.366, -3.237, -3.502], [0.893, -1.931, -3.440], [-0.129, -1.111, -4.578], [2.779, -0.716, -0.898], [3.661, -3.007, -1.024], [2.742, -4.630, -2.648], [1.002, -3.920, -4.258], [4.816, 3.520, -7.567], [3.415, 4.054, -6.437], [2.637, 5.158, -6.774], [1.629, 5.599, -6.024], [1.360, 4.939, -4.903], [2.091, 3.830, -4.496], [3.143, 3.367, -5.275], [1.762, 3.174, -3.235], [2.440, 2.202, -2.759], [0.873, 3.644, -2.444], [2.838, 5.702, -7.688], [0.531, 5.295, -4.304], [3.719, 2.501, -4.978], [-2.539, 4.092, -2.404], [-1.580, 2.222, -1.963], [-3.116, 0.822, -2.682], [-2.400, 1.932, 0.378], [-0.551, -7.256, -1.376], [-0.814, -5.824, -0.999], [-1.974, -5.172, -1.401], [-2.241, -3.856, -1.046], [-3.552, -3.261, -1.514], [-1.303, -3.166, -0.260], [-1.949, -1.147, 0.029], [-0.211, -0.180, 0.069], [0.768, 0.237, 0.743], [1.624, 1.092, 0.109], [1.204, -0.132, 2.106], [2.548, -0.385, 2.369], [2.940, -0.746, 3.647], [1.998, -0.815, 4.671], [0.666, -0.531, 4.413], [0.265, -0.203, 3.124], [-3.052, -1.443, 1.829], [-2.588, -2.174, 2.924], [-1.250, -2.851, 2.962], [-3.439, -2.348, 4.009], [-4.730, -1.848, 4.018], [-5.635, -2.041, 5.202], [-5.181, -1.182, 2.885], [-4.383, -0.971, 1.767], [-5.056, -0.340, 0.570], [-0.127, -3.790, 0.159], [0.933, -3.155, 1.019], [0.086, -5.112, -0.223], [-1.226, -7.591, -2.162], [-0.691, -7.912, -0.515], [0.473, -7.390, -1.723], [-2.696, -5.699, -2.012], [-4.107, -3.998, -2.089], [-3.419, -2.383, -2.153], [-4.191, -2.979, -0.674], [3.278, -0.300, 1.574], [3.981, -0.957, 3.854], [2.307, -1.086, 5.671], [-0.063, -0.565, 5.212], [-0.773, 0.038, 2.916], [-0.516, -2.357, 2.330], [-1.339, -3.883, 2.613], [-0.854, -2.873, 3.977], [-3.076, -2.905, 4.866], [-5.117, -2.535, 6.023], [-6.499, -2.649, 4.932], [-6.011, -1.083, 5.562], [-6.201, -0.815, 2.859], [-5.936, 0.209, 0.898], [-5.399, -1.107, -0.128], [-4.435, 0.357, 0.019], [0.894, -2.067, 1.000], [1.918, -3.456, 0.671], [0.842, -3.486, 2.055], [1.004, -5.593, 0.100]], "forces_ev_per_angstrom": [[-0.598, 0.310, 0.244], [-0.075, 0.088, -0.025], [-0.011, 0.017, -0.025], [-0.022, -0.305, -0.269], [-0.028, 0.032, 0.055], [0.107, -0.016, 0.058], [-0.069, -0.001, -0.361], [0.076, 0.032, 0.095], [0.000, 0.012, -0.143], [0.076, -0.030, 0.087], [-0.039, -0.019, 0.040], [0.043, 0.027, -0.025], [-0.069, -0.018, -0.019], [0.046, -0.055, 0.043], [0.034, 0.111, 0.127], [0.010, 0.017, 0.013], [-0.007, -0.010, 0.008], [-0.011, -0.018, 0.002], [0.006, 0.025, -0.018], [-0.002, -0.010, 0.006], [-0.049, 0.011, 0.062], [-0.017, 0.009, 0.013], [0.006, 0.003, 0.016], [-0.041, 0.045, -0.008], [-0.093, 0.056, -0.345], [-0.002, -0.227, 0.143], [-0.214, -0.110, 0.206], [0.149, 0.397, -0.114], [-0.010, -0.007, 0.106], [-0.072, -0.033, -0.085], [-0.049, 0.070, 0.058], [0.035, -0.031, 0.022], [0.021, -0.108, -0.127], [-0.052, -0.076, -0.071], [-0.036, -0.009, -0.019], [0.006, -0.005, -0.002], [0.012, 0.002, -0.002], [0.005, -0.003, -0.007], [0.064, -0.026, -0.055], [-0.031, 0.026, -0.022], [-0.121, 0.084, 0.045], [0.103, -0.140, 0.000], [0.025, 0.141, -0.134], [-0.020, -0.107, -0.016], [0.021, -0.009, -0.009], [0.467, 0.635, 0.409], [0.193, 0.049, -0.602], [-0.004, 0.606, -0.597], [0.009, 0.018, -0.007], [-0.022, -0.001, 0.004], [-0.012, 0.003, 0.013], [0.074, 0.165, -0.045], [-0.110, -0.380, 0.171], [-0.117, -0.219, 0.194], [0.032, 0.088, -0.074], [0.008, 0.046, 0.008], [-0.062, 0.035, -0.010], [0.030, -0.047, 0.016], [-0.088, -0.165, -0.120], [0.086, 0.047, 0.021], [-0.168, 0.239, -0.157], [0.115, -0.285, 0.132], [-0.648, 0.099, -0.280], [1.003, 0.434, -0.026], [-0.097, -1.475, 1.131], [-0.225, 0.262, 0.203], [0.050, -0.032, 0.061], [-0.055, 0.047, -0.034], [-0.004, -0.008, -0.014], [0.054, 0.041, -0.010], [0.016, 0.173, 0.089], [-0.041, 0.104, -0.185], [0.039, -0.107, 0.100], [-0.231, 0.187, -0.049], [0.041, 0.001, 0.048], [-0.032, -0.006, 0.032], [0.013, 0.017, -0.032], [-0.025, 0.008, -0.005], [0.038, -0.037, 0.104], [0.093, -0.028, 0.045], [0.242, -0.019, 0.048], [0.295, -0.106, -0.248], [0.049, 0.010, 0.032], [-0.007, 0.015, -0.007], [-0.004, 0.008, 0.014], [0.013, 0.009, 0.000], [-0.007, -0.024, 0.002], [0.003, -0.008, -0.021], [0.019, -0.003, 0.015], [0.001, 0.037, 0.058], [-0.002, -0.007, -0.011], [0.009, -0.018, 0.000], [0.014, 0.012, 0.007], [-0.014, 0.000, 0.007], [0.011, -0.043, -0.001], [-0.566, 0.017, 0.398], [-0.064, 0.022, -0.005], [0.006, 0.002, 0.022], [-0.006, -0.004, 0.006], [0.010, -0.003, -0.002], [-0.004, 0.001, -0.009], [-0.003, 0.004, -0.001], [-0.010, -0.002, 0.014], [0.003, -0.004, -0.002], [0.007, -0.048, -0.003], [0.163, 0.095, -0.054], [0.033, -0.503, -0.059], [0.041, -0.009, -0.071], [0.238, -0.081, -0.211], [0.003, -0.006, -0.001]], "nbo_charge": [1.644, -0.232, -0.212, -0.630, -0.232, -0.544, 0.350, -0.525, -0.223, -0.638, 0.191, 0.197, 0.210, 0.192, 0.385, 0.216, 0.202, 0.251, 0.229, 0.260, 0.222, 0.210, 0.180, 0.376, -0.064, -0.088, -0.656, 0.179, -0.240, -0.198, -0.211, -0.192, -0.243, 0.486, 0.225, 0.220, 0.225, 0.231, 0.108, -0.143, 0.054, -0.385, 0.100, -0.230, -0.134, 0.822, -0.727, -0.747, 0.217, 0.222, 0.250, -0.380, 0.863, -0.432, -0.555, -0.635, 0.028, -0.243, 0.090, -0.680, -0.438, 1.713, -0.869, 0.620, -0.800, -0.078, -0.232, -0.147, -0.213, -0.204, -0.214, -0.372, -0.017, -0.659, -0.179, 0.031, -0.636, -0.218, 0.020, -0.663, 0.107, -0.658, -0.243, 0.223, 0.233, 0.225, 0.214, 0.241, 0.238, 0.220, 0.226, 0.219, 0.228, 0.229, 0.235, 0.226, 0.236, 0.231, 0.208, 0.221, 0.233, 0.232, 0.218, 0.237, 0.223, 0.253, 0.211, 0.231, 0.228, 0.213], "charge": 1, "e_above_lowest_ev": 0.000, "e_lumo_ha": -0.1156}


| no. | F_max (hartree/bohr) |
| --- | --- |
| 1 | 0.038 |
| 2 | 0.036 |